Below is a cluster of 9 separate species, C30H84N6O9 in total at a distorted geometry, with properties calculated with ωB97M-V with the def2-TZVPD basis set.

Results
- lowest unoccupied orbital energy (eV) = 0.52
- SMILES = COC[C@H](C)N.COC[C@H](C)N.COC[C@H](C)N.COC[C@H](C)N.COC[C@H](C)N.COC[C@H](C)N.CCO.CCO.CCO
- net charge = 0
- F_max (Eh/bohr) = 0.0678
- HOMO (eV) = -8.877
- spin multiplicity = 1
- gap between HOMO and LUMO (eV) = 9.40

Last column: Löwdin charge in e.
Positions of all 129 atoms, in Å:
1 C -4.691 1.962 -0.332  -0.08
2 O -3.409 2.167 0.248  -0.22
3 C -3.326 1.802 1.619  -0.23
4 C -2.030 2.173 2.202  -0.46
5 C -2.028 1.581 3.571  -0.06
6 N -1.839 3.627 2.270  0.07
7 H -4.891 0.936 -0.435  0.05
8 H -4.648 2.460 -1.274  0.08
9 H -5.477 2.491 0.194  0.09
10 H -4.153 2.317 2.190  0.15
11 H -3.389 0.704 1.683  0.12
12 H -1.221 1.755 1.576  0.14
13 H -1.219 2.123 4.082  0.07
14 H -1.700 0.508 3.608  0.06
15 H -2.979 1.694 4.129  0.10
16 H -2.601 4.057 2.803  0.09
17 H -1.854 4.067 1.366  0.07
18 C -3.003 -4.006 -2.179  -0.10
19 O -3.453 -2.899 -1.388  -0.20
20 C -3.437 -3.309 -0.062  -0.27
21 C -3.508 -2.093 0.824  -0.38
22 C -3.068 -2.527 2.255  -0.05
23 N -4.913 -1.517 0.744  0.05
24 H -3.562 -4.897 -1.853  0.09
25 H -1.930 -4.221 -1.903  0.10
26 H -3.033 -3.869 -3.251  0.07
27 H -4.390 -3.890 0.065  0.14
28 H -2.499 -3.922 0.120  0.14
29 H -2.816 -1.347 0.381  0.11
30 H -3.892 -3.134 2.615  0.08
31 H -2.750 -1.691 2.876  0.05
32 H -2.249 -3.234 2.229  0.06
33 H -5.477 -1.638 1.573  0.06
34 H -5.490 -2.085 0.137  0.06
35 C 3.730 -3.686 4.947  -0.13
36 O 2.877 -2.593 4.994  -0.19
37 C 1.497 -2.903 4.735  -0.20
38 C 0.682 -1.817 5.292  -0.45
39 C 0.594 -1.992 6.793  -0.05
40 N -0.662 -1.571 4.718  0.04
41 H 4.727 -3.428 5.302  0.09
42 H 3.853 -4.016 3.894  0.09
43 H 3.228 -4.526 5.453  0.08
44 H 1.307 -3.013 3.674  0.12
45 H 1.358 -3.878 5.289  0.13
46 H 1.199 -0.925 4.993  0.13
47 H 0.020 -2.948 6.910  0.10
48 H 0.023 -1.190 7.222  0.06
49 H 1.559 -2.061 7.301  0.09
50 H -1.276 -2.404 4.823  0.08
51 H -1.107 -0.924 5.372  0.07
52 C 0.191 -0.550 -6.680  -0.12
53 O 0.171 -1.495 -5.646  -0.18
54 C 1.347 -1.337 -4.836  -0.22
55 C 1.768 -2.647 -4.351  -0.43
56 C 0.755 -3.195 -3.338  -0.05
57 N 3.079 -2.542 -3.624  0.04
58 H 0.363 0.438 -6.233  0.07
59 H -0.738 -0.571 -7.194  0.08
60 H 0.973 -0.796 -7.428  0.10
61 H 2.151 -1.067 -5.539  0.12
62 H 1.334 -0.550 -4.099  0.11
63 H 1.938 -3.344 -5.158  0.14
64 H 0.812 -2.474 -2.511  0.06
65 H 0.986 -4.219 -3.044  0.08
66 H -0.283 -3.156 -3.771  0.08
67 H 3.477 -3.480 -3.482  0.08
68 H 2.864 -2.133 -2.709  0.03
69 C -3.403 -1.315 -4.128  -0.08
70 O -2.884 0.011 -4.237  -0.18
71 C -2.229 0.495 -3.084  -0.21
72 C -1.946 1.971 -3.297  -0.40
73 C -1.031 2.177 -4.463  -0.07
74 N -1.260 2.435 -1.994  0.05
75 H -2.624 -2.033 -3.883  0.05
76 H -3.931 -1.675 -5.017  0.10
77 H -4.131 -1.336 -3.348  0.07
78 H -2.898 0.365 -2.224  0.12
79 H -1.188 0.097 -2.886  0.13
80 H -2.947 2.484 -3.410  0.15
81 H -0.889 3.203 -4.832  0.08
82 H -1.505 1.719 -5.371  0.09
83 H -0.063 1.700 -4.291  0.06
84 H -1.121 3.445 -2.168  0.09
85 H -1.839 2.340 -1.134  0.06
86 C 3.436 1.992 -3.530  -0.10
87 O 3.784 2.552 -2.297  -0.20
88 C 2.771 3.243 -1.673  -0.25
89 C 2.985 3.368 -0.189  -0.44
90 C 1.820 4.121 0.415  -0.06
91 N 4.253 4.092 0.074  0.06
92 H 3.384 2.730 -4.341  0.09
93 H 2.465 1.495 -3.486  0.06
94 H 4.224 1.245 -3.801  0.11
95 H 2.710 4.170 -2.205  0.13
96 H 1.810 2.726 -1.900  0.11
97 H 2.879 2.337 0.165  0.12
98 H 2.004 4.397 1.476  0.07
99 H 0.903 3.580 0.359  0.05
100 H 1.680 5.038 -0.145  0.08
101 H 4.996 3.627 -0.420  0.05
102 H 4.432 3.933 1.106  0.10
103 C 0.190 -1.335 0.879  -0.05
104 C -0.162 -0.340 -0.254  -0.29
105 O 0.664 0.842 -0.169  -0.13
106 H 1.308 -1.575 0.827  0.10
107 H -0.331 -2.256 0.656  0.06
108 H -0.039 -0.882 1.804  0.04
109 H -1.212 -0.067 -0.170  0.08
110 H -0.038 -0.790 -1.226  0.08
111 H 0.210 1.556 -0.698  0.05
112 C 4.714 -1.048 0.259  -0.08
113 C 4.371 -0.396 -1.052  -0.36
114 O 2.981 -0.497 -1.246  -0.12
115 H 5.765 -0.877 0.532  0.08
116 H 4.422 -2.108 0.173  0.08
117 H 4.059 -0.459 0.900  0.07
118 H 4.732 -0.991 -1.922  0.11
119 H 4.837 0.591 -1.151  0.11
120 H 2.461 0.315 -1.024  0.07
121 C 1.821 2.577 4.178  -0.09
122 C 1.264 3.871 4.730  -0.33
123 O 0.947 4.743 3.673  -0.09
124 H 2.703 2.806 3.542  0.08
125 H 1.122 2.198 3.446  0.05
126 H 2.038 1.797 4.929  0.08
127 H 2.026 4.377 5.300  0.11
128 H 0.412 3.660 5.335  0.09
129 H 0.212 4.410 3.152  0.03

Force components x, y, z for each atom (eV/Å):
0.8 1.3 0.3
0.1 0.3 0.3
-1.6 -0.5 -1.0
0.3 0.7 -0.6
1.5 -0.7 1.4
0.2 0.2 0.8
-0.5 -1.4 -0.1
0.1 0.1 -1.0
-0.2 -0.1 0.6
0.5 -0.7 -0.4
-0.6 0.1 0.1
-0.1 0.1 0.3
-0.4 -0.2 0.4
-0.5 0.8 -0.3
0.4 0.1 -0.4
0.3 -0.2 -0.1
-0.1 -0.1 -0.4
1.0 -0.6 1.4
0.6 -0.2 -1.9
-0.2 -0.6 0.3
-0.4 0.1 0.5
-0.6 0.2 -1.1
0.5 -0.3 0.1
-0.1 0.1 -0.5
-0.8 0.2 -0.3
-0.5 0.4 0.0
0.9 -0.3 0.5
-1.1 0.5 0.1
-0.3 -0.3 0.4
-0.3 0.3 0.7
-0.4 -0.1 0.2
0.5 0.1 -0.3
0.6 0.2 0.9
0.4 0.0 -0.9
-0.4 -0.9 -1.4
-0.7 1.3 0.1
1.3 -2.0 0.2
-0.7 1.3 0.7
-0.3 -0.9 0.0
-0.7 -1.3 0.2
-0.3 0.0 0.4
0.1 0.0 0.3
0.7 0.0 0.3
0.1 -0.3 -0.5
-0.5 0.6 -0.8
0.6 0.7 0.3
0.5 0.7 0.4
-0.3 0.4 0.4
-0.1 -0.1 -0.2
0.7 0.4 -0.2
0.1 0.1 -0.3
0.9 0.2 0.1
0.2 0.0 1.0
0.8 0.3 -2.9
0.9 -2.0 2.7
-1.1 0.5 -1.0
-0.3 0.1 -0.4
0.0 0.0 -0.5
-1.0 0.0 -0.3
-0.1 0.2 0.4
0.0 0.4 0.2
-0.6 0.3 0.6
-0.2 0.0 -0.5
-0.3 -0.5 0.2
0.0 0.1 0.2
0.8 -0.1 0.5
-0.4 0.6 0.0
0.4 -0.1 -0.2
0.4 0.3 0.1
0.0 -0.6 -0.7
0.5 0.1 -0.2
-0.9 0.5 2.2
-0.4 -0.1 -1.8
-0.4 0.7 -1.1
0.3 0.1 -0.1
0.4 0.7 -0.3
-0.6 -0.1 0.9
0.3 -0.1 0.2
-1.2 -0.5 -0.3
1.0 -0.3 -0.1
0.1 0.1 0.8
0.4 0.0 0.9
-0.1 0.1 0.0
0.1 -0.7 0.6
-0.1 0.1 -1.1
0.8 -0.6 -0.6
1.5 -1.3 0.0
-1.4 -0.1 -0.7
-0.3 0.2 -0.5
0.8 1.0 0.6
-0.8 -0.9 2.0
0.0 0.2 0.1
-0.1 -0.2 0.1
-0.7 0.6 0.3
-0.3 1.4 0.1
0.2 0.2 0.5
0.8 -0.2 0.4
-0.1 -0.2 -0.7
-0.7 -0.7 0.0
0.0 0.4 0.0
0.3 -0.2 -0.1
0.0 0.5 -1.6
2.0 0.4 -2.4
0.6 0.1 0.8
-0.8 0.4 -0.4
-1.4 0.4 0.1
-0.3 -0.3 0.4
-0.4 0.1 1.3
-0.2 0.2 0.0
0.2 -0.3 -0.4
0.4 -0.9 0.3
-0.1 0.5 -0.4
0.9 -1.0 -1.7
-1.4 1.2 -0.1
-0.3 -0.4 0.0
0.2 0.4 0.6
0.1 -0.6 0.9
0.4 0.3 0.5
-0.7 0.1 0.1
0.6 -0.8 0.1
0.7 0.0 -0.7
0.7 -0.4 -0.9
0.2 0.8 0.0
-0.2 -0.2 0.7
-0.5 -0.5 -0.1
0.0 0.4 -0.3
0.1 0.2 0.5
-0.8 0.0 0.8
-0.4 -0.3 0.0